w | Entry from the Open Molecules 2025 dataset: the molecule C2H5N5 (ωB97M-V with the def2-TZVPD basis set).

CARTESIAN COORDINATES (ANGSTROEM)
N: 1.437 -1.510 0.086
N: 2.035 0.489 -0.201
N: -0.981 -1.157 -0.078
N: 2.468 -0.803 -0.081
N: 0.657 0.516 0.232
C: 0.198 -0.779 0.072
C: -1.941 -0.061 -0.059
H: -1.975 0.732 -0.819
H: -1.789 0.537 0.890
H: 0.163 1.386 -0.093
H: -2.981 -0.578 -0.138
H: 2.709 1.229 0.189

Output
- Total charge: 0
- Orbital gap: 9.48 eV
- SMILES: C/N=c1/nn[nH][nH]1

Here are the Mulliken charges for atoms 1 to 5, given in e: -0.2393 -0.1032 -0.4895 -0.2744 -0.1683

x | Entry from the Open Molecules 2025 dataset: the molecule C2H5N5 (ωB97M-V with the def2-TZVPD basis set).

CARTESIAN COORDINATES (ANGSTROEM)
N: -0.658 0.364 -0.367
N: 0.705 0.037 -0.425
N: -2.382 -0.708 0.931
N: 1.677 0.930 -0.805
N: -0.100 -1.084 1.324
C: 0.908 -0.666 0.693
C: -1.167 -0.551 0.711
H: -3.013 -0.068 0.417
H: 1.466 1.853 -0.431
H: 1.926 -0.995 0.973
H: 1.753 0.989 -1.838
H: -1.113 -0.101 -1.184

Output
- Total charge: 0
- Orbital gap: 9.58 eV
- SMILES: [H]/N=c1/ncn(N)[nH]1

Here are the Mulliken charges for atoms 1 to 5, given in e: -0.5467 0.3227 -0.6361 -0.6082 -0.5416

Stability comparison, relative energies in hartree: w 0.0403; x 0.0000